No. 1
C51H49BrClN6O3P3SSr | ωB97M-V/def2-TZVPD

```
! RIJCOSX wB97M-V def2-TZVPD def2/J DEFGRID3
* xyz 0 1
N -2.05 -2.78 4.48
C 2.11 0.06 -6.12
H -1.99 4.28 -3.08
H 2.19 0.44 4.12
C -3.68 4.85 -1.94
C -0.27 2.76 -5.95
O 0.48 -1.73 -0.79
Br -4.15 0.63 -0.98
H 4.44 1.58 0.10
C -3.44 -2.36 4.34
C 2.59 -1.59 3.52
H -0.21 5.59 -0.17
O -0.23 2.21 2.69
C -3.24 -1.20 2.23
H 4.42 -2.45 -2.39
H -3.49 -2.45 -4.83
O 0.46 -3.47 -2.18
H -0.82 -4.34 3.85
Sr 0.88 0.14 0.51
H -0.34 2.74 -7.03
H -4.11 4.24 1.35
H -1.17 0.83 -5.69
C 4.94 0.43 -1.64
C 7.17 0.75 -2.51
C 0.31 3.85 -5.31
C 2.57 -0.53 4.43
C -1.80 3.10 1.43
C 7.43 1.67 -1.50
Cl 2.62 1.94 1.87
H -3.48 -0.24 2.71
C 3.11 0.96 -4.14
C -4.30 4.84 -0.70
C 3.64 -3.04 5.16
H 0.85 4.74 -3.43
H -3.97 -3.51 1.27
P -0.15 2.82 -1.33
H 3.61 1.78 -3.64
H 6.65 2.68 0.23
C -1.87 -2.52 -3.42
C 2.26 -2.68 1.63
N -2.28 -4.03 2.39
H 5.73 -0.57 -3.38
H -4.18 5.30 -2.79
C 5.93 0.14 -2.58
H -1.27 -0.83 4.53
C -3.64 4.26 0.37
N -2.05 -1.06 -1.53
C 0.82 5.31 -0.37
C 3.46 4.61 -0.87
H -2.45 2.96 2.30
C -1.38 -1.99 -2.24
H 3.96 6.54 -0.08
H 1.93 -2.86 0.61
P 3.30 -0.38 -1.68
C 3.74 -2.16 -1.58
H 8.40 2.16 -1.44
C 3.13 -2.82 3.89
H -4.07 -3.10 4.86
C -1.87 -4.05 3.79
C 2.86 -0.23 -3.45
C -0.74 1.69 -5.20
C -3.21 -0.67 -2.00
C 3.07 -0.74 5.69
C -1.75 3.68 -1.04
C 1.83 -1.12 -5.44
C 2.44 3.72 -1.16
H -1.00 0.88 -3.23
H 4.06 -3.99 5.44
H 1.61 7.16 0.37
H 2.95 2.03 -5.99
H -3.63 -1.15 1.22
H -0.11 -2.08 4.12
H 1.82 0.16 -7.16
C 5.21 1.35 -0.63
H 0.76 2.22 2.65
H -5.28 5.28 -0.57
C 6.45 1.97 -0.56
P -1.39 -1.40 2.16
H 4.49 4.32 -1.06
C -0.10 2.83 -3.17
N -3.91 -2.28 2.96
H -4.74 -0.73 -3.51
C -3.79 -1.12 -3.18
C -1.41 -3.17 1.59
C 1.85 6.19 -0.06
C 2.20 -1.26 -4.11
C 3.61 -1.99 6.06
C -3.08 -2.07 -3.90
H -4.29 -4.32 2.82
C -1.14 -1.76 3.96
C -2.43 4.28 -2.10
H -1.72 -3.19 0.54
H 2.68 2.75 -1.57
H -0.39 -3.56 1.62
C -2.38 3.69 0.22
H -1.28 -3.27 -3.93
H 4.24 -2.33 -0.62
H 4.00 -2.12 7.05
S 3.02 -3.92 2.55
H 1.97 -2.18 -3.60
C 0.40 3.88 -3.93
C -0.64 1.72 -3.82
H -3.58 -1.39 4.82
N 2.09 -1.54 2.22
H 7.93 0.53 -3.24
C 3.16 5.85 -0.32
H 1.33 -1.94 -5.94
C 2.74 1.10 -5.46
C -3.67 -3.57 2.32
H 0.70 4.68 -5.89
H -2.47 -4.80 4.30
C -0.03 -2.45 -1.70
H 3.07 0.06 6.41
H 2.84 -2.76 -1.62
C 1.11 4.07 -0.93
N -0.58 2.78 1.49
*
```

E_LUMO: 0.307 eV
orbital gap: 8.54 eV
HOMO level: -8.233 eV



No. 2
C51H49ClFeN6PSSe2 | ωB97M-V/def2-TZVPD

```
! RIJCOSX wB97M-V def2-TZVPD def2/J DEFGRID3
* xyz 0 6
H -5.79 7.91 0.44
C -5.06 7.70 1.23
C -2.65 4.32 0.03
C -1.51 0.08 -2.38
C -0.87 -0.24 -6.01
C -2.44 -0.03 1.09
H -5.89 5.24 0.44
C -4.09 -1.74 1.23
H -2.35 7.47 1.24
C -2.10 -0.73 -6.47
C 2.41 -0.53 5.68
H 2.98 2.54 6.34
C 2.68 3.05 3.61
C -4.22 6.51 0.85
H 3.36 -0.22 -3.42
C 6.75 -1.36 -1.34
Fe 0.43 -0.35 0.53
C 1.69 0.68 -0.56
C 2.14 2.60 -1.97
H -2.28 -0.09 -1.64
H -1.47 -3.34 -2.85
C -3.31 -4.11 1.25
C 2.36 -0.12 -1.51
C 1.62 -3.46 1.54
C -4.79 2.97 -0.36
H -0.08 5.42 -0.36
C 1.35 -5.20 -2.58
H -4.16 2.34 -0.99
H 0.86 -2.11 4.14
C -4.81 5.32 0.45
H 0.00 -1.68 -1.79
H 1.21 2.72 -0.05
H -0.17 4.81 1.29
C -2.20 -5.03 1.26
H -4.44 8.58 1.37
C 2.03 2.37 5.85
N 1.40 -0.17 4.70
H -2.15 1.02 1.03
C -3.07 -2.69 1.19
C 6.00 -2.42 -3.36
C 4.42 -1.96 -1.60
N -2.52 -6.30 1.33
H 2.59 -3.00 1.68
C 0.40 -2.66 -2.04
C 2.71 1.77 -2.93
C 0.40 -1.19 4.49
H -5.61 7.52 2.15
C -0.44 -3.60 -2.61
C -3.78 -0.40 1.20
C 2.19 -4.25 -2.02
C -3.13 -0.96 -5.57
C -4.06 4.22 0.04
H 3.08 2.20 -3.85
H 2.38 -5.45 1.75
H 3.21 -4.52 -1.77
C -2.94 -0.72 -4.23
P 2.76 -1.78 -0.83
Se -1.56 2.93 -0.70
H 8.03 -1.82 -3.00
C 0.25 -5.40 1.43
H -5.11 -2.09 1.29
C 1.50 -4.84 1.60
C -0.54 5.58 0.61
H -0.07 -0.07 -6.72
C -0.62 -3.16 1.21
H -0.24 6.56 0.99
N -4.50 -4.64 1.31
H -0.32 -0.86 3.75
H -4.54 0.36 1.26
H -4.08 -1.34 -5.92
N 0.62 -2.63 1.30
H 2.73 -1.56 5.48
C -0.68 0.01 -4.68
H 6.21 -2.80 -4.35
C 1.50 0.94 3.94
H 0.09 -6.47 1.43
H 2.09 3.67 -2.13
Se -4.29 -6.40 1.37
H 1.46 1.62 6.40
C 5.46 -1.41 -0.84
N -1.45 -0.92 1.03
C 1.73 -2.96 -1.77
C -2.04 5.49 0.51
N 2.24 1.96 4.46
H 2.98 2.66 2.64
S 0.78 1.16 2.42
H 1.72 -6.20 -2.76
C 2.85 0.42 -2.70
C 4.70 -2.46 -2.86
H 1.46 3.30 5.86
H 0.27 0.38 -4.31
H 3.27 0.12 5.60
C 7.02 -1.86 -2.60
C 0.04 -4.87 -2.89
H -0.62 -5.61 -3.35
Cl -4.24 -1.05 -3.13
H -0.12 -1.40 5.43
H -0.57 0.50 -2.05
H -5.71 3.20 -0.88
C -1.73 -2.24 1.12
H 7.54 -0.92 -0.74
H 5.23 -1.03 0.15
C -2.83 6.56 0.90
H 2.02 -0.50 6.70
C -1.71 -0.20 -3.72
H 3.53 3.53 4.09
H 1.89 3.79 3.45
H 3.91 -2.89 -3.47
H -5.05 2.39 0.54
H -2.25 -0.93 -7.53
C -0.84 -4.55 1.28
C 1.63 2.06 -0.79
*
```

E_LUMO (alpha / beta): -1.333 / -1.352 eV
<S²>: 8.811
orbital gap (alpha / beta): 4.10 / 4.06 eV
HOMO level (alpha / beta): -5.436 / -5.417 eV



No. 3
C51H50Br2ClLaN4O3P3S | ωB97M-V/def2-TZVPD

```
! RIJCOSX wB97M-V def2-TZVPD def2/J DEFGRID3
* xyz -1 1
H -4.64 -2.32 -0.24
H -4.28 -1.58 -3.16
H 4.61 2.90 -0.65
H 2.54 -1.70 2.88
C 2.14 1.24 5.30
C 0.63 -2.85 -2.74
C 2.90 2.59 -1.91
H 3.92 0.49 6.28
H 1.92 -4.56 2.29
H -4.00 3.41 1.93
P -4.21 0.85 1.17
C -1.19 0.44 -2.01
C 3.25 -0.40 -5.34
N -4.89 2.19 0.45
C 2.37 4.43 -3.40
H -2.31 -2.75 -2.27
C 5.31 0.55 -4.56
H 1.74 4.87 -4.16
H 6.27 -1.31 2.27
C 4.27 4.58 -1.94
H 2.63 -0.76 -6.15
C 3.67 0.25 -0.20
C -4.52 -1.75 0.68
C 2.76 -0.35 -4.03
C -2.31 -1.67 -2.31
H -5.02 4.27 0.76
C 0.03 1.75 4.07
H 0.58 3.95 6.63
H 5.25 0.90 2.75
C 1.04 -4.35 1.70
H 1.98 -2.75 0.60
C 1.23 0.97 4.25
H -2.15 -5.37 1.26
C 2.43 -0.89 3.59
C -6.53 -0.38 0.54
C 5.16 -1.57 0.44
C 1.25 -2.24 -3.85
H 1.34 -4.89 -5.94
H 5.36 1.09 -2.49
H 1.25 2.61 -3.28
C 1.14 -4.32 -5.04
H 3.70 6.13 -3.32
C 0.28 -4.18 -2.81
C 5.54 -0.88 1.59
H 4.92 0.00 -6.61
C 0.76 3.11 5.98
C -3.38 0.37 -2.99
N -4.57 1.15 2.76
C -0.12 -5.08 1.88
H 6.32 0.88 -4.75
H -5.32 1.17 -1.33
H -5.77 2.37 3.94
O -0.82 1.46 3.15
C 1.07 -3.33 0.75
H -0.16 -5.86 2.64
H 5.12 5.13 -1.55
La -0.33 0.08 1.34
S 1.10 2.12 0.45
O -2.76 0.65 0.91
C 4.76 0.66 -3.29
C -3.80 0.58 3.86
H 4.13 -1.46 4.78
C 3.21 0.33 5.48
C 0.52 -4.92 -3.97
C 3.47 5.14 -2.92
H 1.99 -2.54 -5.85
C -1.21 -3.80 0.16
H -3.47 -1.71 0.94
Br 3.12 2.83 7.51
C 4.05 0.91 0.97
C 4.98 0.36 1.85
Br -1.77 3.78 4.86
H 3.59 1.87 1.20
C -5.16 2.18 -0.98
C -2.27 1.09 -2.58
H -0.18 -4.67 -1.96
C 1.51 -2.98 -4.99
H -4.33 2.62 -1.55
C 3.98 3.31 -1.43
P 0.37 -1.74 -1.28
H -2.10 -3.60 -0.42
C 3.46 0.24 -2.99
H -3.65 1.34 4.62
P 2.39 0.88 -1.38
C 2.10 3.17 -2.90
H -5.04 -2.29 1.49
N -5.08 -0.41 0.51
H 5.61 -2.53 0.21
H -4.23 0.88 -3.43
C 4.53 0.05 -5.60
C 1.89 2.36 6.13
H -6.07 2.77 -1.19
H 0.22 -5.96 -4.01
H -6.90 0.65 0.55
C 4.24 -1.01 -0.44
C -5.89 1.60 3.17
C -0.05 -3.04 -0.03
C -0.16 2.79 4.98
H -2.23 2.17 -2.73
O 1.50 -0.90 -3.71
N 1.42 -0.07 3.39
C 3.34 -0.74 4.64
H -6.94 -0.91 1.41
H -6.92 -0.87 -0.36
H -4.33 -0.28 4.30
C -1.20 -0.95 -1.87
H -0.30 1.00 -1.72
H -6.48 0.78 3.60
C -1.24 -4.81 1.11
Cl -1.50 -1.91 2.79
H 3.95 -1.56 -1.32
H -6.43 2.03 2.34
H -3.41 3.71 0.29
H -2.83 0.24 3.52
C -3.41 -1.01 -2.84
C -4.29 3.47 0.88
*
```

E_LUMO (alpha / beta): 2.117 / 2.118 eV
orbital gap (alpha / beta): 5.32 / 5.32 eV
HOMO level (alpha / beta): -3.199 / -3.199 eV